# C4H4O3

A single C4H4O3 molecule (ωB97M-V/def2-TZVPD, OMol25).

Structure (SMILES): CC(=O)C(=O)C=O
Energy above the lowest of the compared OMol25 structures with the same formula, charge and spin (kcal/mol): 34.1
Charge: 0
HOMO-LUMO gap (eV): 9.01
2S+1: 1

Last column: natural (NBO) charge in e.
Positions of all 11 atoms, in Å:
O -0.416556 -1.791238 -0.436869  -0.495
O 2.638250 1.047331 0.180785  -0.454
O 0.311611 0.431694 1.831290  -0.455
C -0.480941 -0.616234 -0.149394  0.509
C -1.598356 0.315885 -0.546300  -0.726
C 0.607759 -0.023186 0.751373  0.394
C 2.061879 -0.007933 0.264702  0.341
H -2.421290 0.205329 0.168394  0.261
H -1.968841 0.047315 -1.538410  0.247
H -1.275813 1.361635 -0.531818  0.235
H 2.542302 -0.970593 0.006252  0.143

Atomic forces in eV per Å
O 0.1 0.6 0.1
O -0.3 -0.6 0.0
O 0.1 -0.2 -0.5
C -0.1 -0.4 -0.1
C 0.0 0.0 -0.1
C -0.2 0.2 0.5
C 0.3 0.4 0.0
H 0.1 0.0 0.0
H 0.1 0.0 0.2
H 0.0 -0.2 0.0
H -0.1 0.1 0.0



# C44H53As2InN7O2SSb

A molecular structure, C44H53As2InN7O2SSb (ωB97M-V/def2-TZVPD, OMol25).

Energy above the lowest of the compared OMol25 structures with the same formula, charge and spin (kcal/mol): 0.0
Charge: +2
HOMO-LUMO gap (eV): 6.64
2S+1: 1

Last column: natural (NBO) charge in e.
Positions of all 111 atoms, in Å:
Sb -1.371045 2.820950 1.875572  0.954
In -0.293534 -0.464468 -0.871186  1.641
As 3.276821 -2.296689 0.139367  0.848
As 0.404179 -0.959106 1.687193  0.946
S 3.957546 1.734458 -6.962603  1.022
O 1.252615 -4.535594 -2.544216  -0.674
O 0.146931 -2.620532 -1.102377  -0.825
N 4.209155 1.917670 -5.383498  -0.580
N 2.576366 0.910133 -6.927056  -0.594
N -2.166256 -1.657397 -0.835631  -0.331
N -0.144817 -0.618278 -3.216281  -0.528
N -1.956195 0.936110 -1.463510  -0.563
N 1.659103 0.470570 -1.525028  -0.548
N -2.107483 -2.989675 -0.707153  -0.413
C -1.032287 -1.212003 -4.001150  0.081
C 3.026379 1.241898 -3.330028  0.002
C 3.922080 -3.940511 -0.697468  -0.929
C 0.733967 4.586605 0.661373  -0.624
C 2.553203 0.945215 -0.667048  0.097
C -1.813322 2.158520 -1.975360  0.057
C -1.368216 -1.147821 2.471628  -0.945
C 0.839522 -3.058033 3.537156  -0.158
C 2.260677 0.746850 -5.651494  0.168
C -2.886036 2.900634 -2.431222  -0.195
C -4.341025 2.540521 1.305313  -0.622
C -0.348890 -7.585676 -1.448354  -0.134
C -0.417281 3.409339 3.746536  -0.503
C 1.091557 0.054093 -5.151212  -0.097
C -0.919216 -1.216800 -5.388636  -0.207
C -3.928658 4.483067 2.837328  -0.625
C -1.537911 -5.754569 -0.474613  -0.137
C 3.198476 1.325626 -4.765798  0.063
C 1.496443 -4.098634 4.171309  -0.203
C 1.323218 -2.547659 2.331691  -0.366
C -3.183337 0.383838 -1.385501  0.166
C -1.012152 2.558023 4.867796  -0.627
C -1.477790 5.828907 0.784213  -0.627
C 1.331326 0.369571 2.765893  -0.935
C -3.457508 3.097021 2.416194  -0.508
C -0.857936 -3.412588 -0.939262  0.615
C -4.155453 2.346626 -2.344558  -0.125
C 0.387754 -5.343155 -1.885101  0.348
C 4.981449 -1.722182 0.920238  -0.939
C 3.133788 -4.106456 2.421088  -0.194
C -4.305874 1.074690 -1.816022  -0.206
C -3.271496 -1.023898 -0.955762  0.034
C 3.954523 1.747453 -2.415591  -0.100
C 2.647298 -4.627855 3.608041  -0.171
C 0.150287 -0.573595 -5.971306  -0.100
C 0.523733 -6.715978 -2.070264  -0.277
C -1.383970 -7.111206 -0.641976  -0.249
C 0.907717 0.002404 -3.768049  0.236
C 1.881550 0.605354 -2.847583  0.155
C -0.649122 -4.851518 -1.075034  -0.195
C 3.715107 1.592083 -1.068080  -0.228
C -0.790638 4.482233 0.592413  -0.511
C -0.442511 4.884734 4.132180  -0.625
C 2.485427 -3.064577 1.760224  -0.316
H -4.230746 -1.529036 -0.899517  0.232
H 1.100262 5.327386 -0.054045  0.222
H -1.371180 -0.839015 3.515176  0.248
H -2.060219 2.810523 5.040537  0.213
H 1.111242 -4.489192 5.103364  0.235
H -4.245332 3.134097 0.391988  0.194
H 0.126205 5.026970 5.054913  0.223
H 3.084625 -4.594969 -0.919639  0.250
H 1.083830 4.893070 1.647600  0.215
H 5.637568 -1.392203 0.114406  0.234
H 0.897580 0.377176 3.764012  0.255
H -2.723765 3.886479 -2.842697  0.244
H -5.393268 2.567555 1.599692  0.226
H -3.345701 4.897104 3.656773  0.214
H 4.422426 -3.687993 -1.631323  0.240
H -5.278652 0.607493 -1.744861  0.250
H 0.279667 -0.549738 -7.045286  0.261
H 4.040935 -4.524974 2.004489  0.220
H -0.482404 2.734867 5.806592  0.228
H -2.344237 -5.360281 0.128206  0.231
H 0.627825 3.120164 3.605352  0.204
H 4.842548 2.245516 -2.782327  0.262
H -1.661758 -1.726690 -5.985059  0.252
H 1.130009 -3.634289 -2.200158  0.504
H -3.897352 5.191665 2.011576  0.208
H -2.062020 -7.801755 -0.161569  0.231
H 4.407304 1.958223 -0.323799  0.252
H 5.465241 -2.535597 1.458815  0.233
H -4.966972 4.425661 3.174657  0.222
H 2.369884 0.046166 2.841507  0.249
H 1.269648 1.363516 2.334404  0.238
H -2.070179 -0.523537 1.922653  0.248
H 4.627735 -4.453835 -0.047309  0.224
H -0.989726 6.587247 0.165512  0.217
H 4.825063 -0.889636 1.606727  0.222
H 3.169353 -5.440096 4.095592  0.236
H -2.524842 5.789394 0.485949  0.210
H -1.855218 -1.718163 -3.509190  0.219
H 2.337234 0.808493 0.384087  0.221
H -3.540177 2.428820 3.279694  0.217
H -1.664535 -2.193287 2.393044  0.259
H -0.052957 -2.656843 3.998679  0.207
H -1.041955 4.124723 -0.408995  0.192
H 1.219253 3.632550 0.423806  0.187
H -1.442294 6.177792 1.815317  0.218
H -0.966589 1.485785 4.658783  0.191
H -5.019768 2.897941 -2.689624  0.251
H 1.320573 -7.072522 -2.708530  0.238
H -1.453310 5.240289 4.325267  0.209
H -4.090652 1.503902 1.065856  0.193
H 0.000244 5.531592 3.377161  0.209
H -0.227167 -8.650581 -1.595813  0.230
H -0.801557 2.543383 -2.030225  0.217

Atomic forces in eV per Å
Sb 0.1 0.1 0.0
In 0.7 -0.8 -0.3
As 0.0 -0.1 0.0
As -0.2 0.1 0.2
S 0.0 0.0 0.0
O 0.0 0.0 0.0
O -0.1 0.0 -0.1
N 0.0 0.0 0.0
N 0.0 0.0 0.0
N -0.2 0.2 0.0
N 0.0 0.1 0.0
N -0.1 0.0 0.2
N -0.2 0.4 -0.1
N -0.1 0.0 0.0
C 0.0 -0.1 0.0
C 0.0 0.0 0.0
C 0.0 0.0 0.0
C 0.0 0.0 0.0
C 0.0 0.1 0.1
C 0.0 0.0 0.0
C 0.0 0.0 0.0
C -0.1 0.0 0.0
C 0.0 0.0 0.0
C 0.0 0.0 0.0
C 0.0 0.0 0.0
C 0.0 0.0 0.0
C 0.0 0.0 0.0
C 0.0 0.0 0.0
C 0.0 0.0 0.0
C 0.0 0.0 0.0
C 0.0 0.0 0.0
C 0.0 0.0 0.0
C 0.0 0.0 0.0
C -0.1 0.0 0.0
C 0.0 -0.1 0.0
C 0.0 0.0 0.0
C 0.0 0.0 0.1
C 0.1 -0.1 -0.1
C 0.0 0.0 0.0
C 0.1 0.0 0.1
C 0.0 0.0 0.0
C 0.0 0.0 0.0
C 0.0 0.0 0.0
C 0.0 0.0 0.0
C 0.0 0.0 0.0
C 0.1 0.1 -0.1
C -0.1 0.0 0.0
C 0.0 0.0 0.0
C 0.0 0.0 0.0
C 0.0 0.0 0.0
C 0.0 0.0 0.0
C 0.0 0.0 0.0
C 0.0 -0.2 0.0
C -0.1 0.0 0.0
C 0.0 0.0 0.0
C 0.0 0.0 -0.1
C 0.0 0.0 0.0
C 0.1 0.1 0.0
H 0.0 0.0 0.0
H 0.0 0.0 0.0
H 0.0 0.0 0.0
H 0.0 0.0 0.0
H 0.0 0.0 0.0
H 0.0 0.0 0.0
H 0.0 0.0 0.0
H 0.0 0.0 0.0
H 0.0 0.0 0.0
H 0.0 0.0 0.0
H 0.0 0.0 0.0
H 0.0 0.0 0.0
H 0.0 0.0 0.0
H 0.0 0.0 0.0
H 0.0 0.0 0.0
H 0.0 0.0 0.0
H 0.0 0.0 0.0
H 0.0 0.0 0.0
H 0.0 0.0 0.0
H 0.0 0.0 0.0
H 0.0 0.0 0.0
H 0.0 0.0 0.0
H 0.0 0.0 0.0
H 0.0 0.0 0.0
H 0.0 0.0 0.0
H 0.0 0.0 0.0
H 0.0 0.0 0.0
H 0.0 0.0 0.0
H 0.0 0.0 0.0
H 0.0 0.0 0.0
H 0.0 0.0 0.0
H 0.0 0.0 0.0
H 0.0 0.0 0.0
H 0.0 0.0 0.0
H 0.0 0.0 0.0
H 0.0 0.0 0.0
H 0.0 0.0 0.0
H 0.0 0.0 0.0
H 0.0 0.0 0.0
H 0.0 0.0 0.0
H 0.0 0.0 0.0
H 0.0 0.0 0.0
H 0.0 0.0 0.0
H 0.0 0.0 0.0
H 0.0 0.0 0.0
H 0.0 0.0 0.0
H 0.0 0.0 0.0
H 0.0 0.0 0.0
H 0.0 0.0 0.0
H 0.0 0.0 0.0
H 0.0 0.0 0.0
H 0.0 0.0 0.0
H 0.0 0.0 0.0



# C17H21ClFeO6

A molecular structure, C17H21ClFeO6 (ωB97M-V/def2-TZVPD, OMol25).

Charge: 0
HOMO-LUMO gap (spin up / spin down) (eV): 6.77 / 6.86
2S+1: 5
<S²>: 6.102

Last column: Mulliken spin population.
Positions of all 46 atoms, in Å:
Fe -1.719090 0.015873 3.641402  1.983
Cl -1.321462 1.217396 -0.865762  0.155
O 1.533385 2.253196 -1.244425  0.055
O -1.838155 2.925760 2.824549  -0.007
O -4.479751 0.125368 2.448103  -0.002
O -0.848710 -1.728987 -1.459908  0.087
O 1.282494 1.391274 -3.308703  0.004
O 0.523686 -1.163641 -3.163045  0.010
C 2.510167 2.217833 -5.140680  0.002
C -0.161003 -0.892891 -2.039105  0.012
C 1.013603 1.432544 -2.001299  0.013
C -3.447792 0.063659 2.979362  0.000
C 0.442946 -2.559847 -3.524644  -0.001
C -0.384578 -1.245522 4.558912  -0.054
C -2.449208 -0.549078 5.386093  -0.017
C -0.236837 0.100394 5.021498  0.128
C 2.185592 2.453003 -3.690686  0.001
C -1.518530 0.544467 5.526510  -0.042
C 0.036941 0.458990 -1.487253  0.635
C -1.740554 -1.656252 4.789062  0.143
C 0.178957 -0.257475 1.052548  0.906
C 0.872658 -2.688068 -4.958383  0.000
C 1.017040 0.851165 1.438089  -0.038
C -1.561088 1.832099 3.110556  0.077
C -1.028382 -0.641856 1.775062  -0.217
H 3.004975 3.094761 -5.559644  0.000
H 0.742872 -3.722086 -5.278574  0.000
H 0.433652 1.522253 2.090774  0.008
H 0.545169 -0.935761 0.285586  -0.021
H 1.107739 -3.117419 -2.850289  0.002
H -1.711615 1.481911 6.040757  -0.003
H 1.382794 1.431889 0.575253  0.028
H -1.927323 -0.387971 1.176433  0.063
H 0.262831 -2.057708 -5.613185  0.000
H -3.463844 -0.579498 5.772546  -0.002
H -1.039204 -1.743691 1.918319  0.005
H 1.696367 3.428752 -3.544881  0.001
H 1.893585 0.497034 2.007816  0.068
H 1.927826 -2.428139 -5.083860  0.000
H -0.587197 -2.909255 -3.394538  0.001
H 1.614973 2.012332 -5.736564  0.000
H -2.149740 -2.648496 4.601082  0.008
H 3.083424 2.393321 -3.060690  0.001
H 0.418977 -1.869407 4.167293  -0.002
H 0.696853 0.661362 5.056891  0.009
H 3.204559 1.376415 -5.238380  0.000

Atomic forces in eV per Å
Fe 0.5 0.4 -6.3
Cl -0.3 0.1 0.2
O -0.8 -0.9 -1.3
O 0.8 -2.6 0.7
O 2.5 -0.4 1.5
O 0.6 1.2 -0.8
O -0.1 0.2 0.8
O -0.2 0.0 0.6
C 0.3 -0.2 -0.3
C -0.7 -1.5 0.8
C 1.4 1.4 1.1
C -3.5 0.9 -2.1
C -0.1 -0.2 -0.2
C -0.3 0.2 0.5
C 1.0 -1.5 2.0
C 0.2 -0.1 1.9
C 0.2 0.1 -0.4
C 0.8 -0.9 1.7
C -0.6 0.2 -2.1
C -0.2 -0.4 2.2
C 0.0 -0.9 0.7
C 0.2 0.0 -0.3
C 0.6 1.3 0.3
C -1.0 3.8 -1.2
C -1.2 -0.8 0.2
H 0.0 0.0 0.0
H 0.0 0.0 0.0
H 0.6 -0.1 -0.2
H 0.0 -0.1 0.4
H -0.3 0.1 -0.1
H 0.0 -0.2 -0.4
H 0.0 -0.2 0.6
H 0.4 -0.3 0.0
H 0.1 0.0 0.1
H 0.2 0.1 -0.3
H -0.2 0.4 -0.3
H 0.1 -0.4 0.2
H 0.0 0.2 0.0
H -0.2 0.1 0.0
H 0.3 0.1 0.1
H 0.1 0.1 0.2
H 0.1 0.4 -0.1
H -0.3 0.2 -0.2
H -0.4 0.3 -0.1
H -0.4 -0.1 -0.2
H -0.2 0.1 -0.1



# C6H10O

A single C6H10O molecule (ωB97M-V/def2-TZVPD, OMol25).

Structure (SMILES): CC1=CCC[C@H]1O
Energy above the lowest of the compared OMol25 structures with the same formula, charge and spin (kcal/mol): 0.3
Charge: 0
HOMO-LUMO gap (eV): 10.20
2S+1: 1

Last column: natural (NBO) charge in e.
Positions of all 17 atoms, in Å:
O -0.111130 2.099026 0.096182  -0.713
C -0.185104 0.858266 -0.601228  0.062
C -1.573782 0.180806 -0.554174  -0.429
C 0.067931 -1.190889 0.528954  -0.182
C 0.746412 -0.166708 0.013356  -0.019
C 2.221143 0.072441 0.071071  -0.641
C -1.419993 -1.089666 0.314532  -0.437
H -1.950216 -1.010294 1.272271  0.206
H -1.820250 -1.978802 -0.187867  0.212
H -2.308129 0.886695 -0.155703  0.220
H 0.528255 -2.019831 1.064143  0.206
H -1.904115 -0.086125 -1.563248  0.214
H 2.725656 -0.710491 0.645603  0.215
H 0.104944 1.113933 -1.626206  0.181
H -0.226315 1.905423 1.036966  0.461
H 2.653450 0.093258 -0.936791  0.218
H 2.429346 1.046604 0.528365  0.227

Atomic forces in eV per Å
O -0.1 0.0 0.2
C 0.1 -0.2 -0.2
C 0.0 0.0 0.0
C 0.1 0.1 -0.1
C -0.1 -0.1 0.1
C 0.0 0.0 0.0
C 0.0 0.0 0.0
H 0.1 0.0 -0.1
H 0.1 0.1 0.1
H 0.1 -0.1 0.0
H -0.1 0.1 -0.1
H 0.1 0.1 0.1
H 0.0 0.1 -0.1
H 0.0 0.0 0.1
H 0.0 0.1 -0.1
H -0.1 0.0 0.1
H 0.0 -0.2 -0.1



# C2H10FO4P2S2

2 unconnected molecules or ions with the total composition C2H10FO4P2S2 (ωB97M-V/def2-TZVPD, OMol25).

Energy above the lowest of the compared OMol25 structures with the same formula, charge and spin (kcal/mol): 19.0
Charge: +1
HOMO-LUMO gap (eV): 8.82
2S+1: 1

Last column: natural (NBO) charge in e.
Positions of all 21 atoms, in Å:
S 0.620031 0.728743 0.824843  0.335
S 1.333533 2.670854 0.871522  0.000
P -2.552865 -0.119957 0.346370  2.140
P -0.798125 0.589467 -0.786695  0.108
F 1.976049 -0.904323 -0.775647  -0.319
O -3.122636 -1.475719 -0.223967  -0.968
O -2.162207 -0.268230 1.744049  -1.122
O -3.588672 1.051233 0.232325  -0.978
O 0.194910 0.977400 -3.692771  -0.964
C 2.054366 -0.428406 0.475404  0.143
C 1.939549 -1.554151 1.491212  -0.662
H 2.877955 -2.096281 1.529223  0.259
H 1.097489 -2.191259 1.229808  0.240
H -0.266603 1.309710 -4.471745  0.489
H 1.128414 1.082268 -3.910273  0.482
H 1.678271 -1.097721 2.444566  0.239
H 1.614371 2.752777 2.195324  0.182
H -3.789126 1.371485 1.129705  0.544
H -0.345316 -0.411941 -1.668508  0.102
H 2.943994 0.183120 0.617573  0.213
H -2.833382 -2.169067 0.397681  0.537

Atomic forces in eV per Å
S -0.1 -0.5 0.9
S 0.1 0.1 -0.7
P 0.3 -0.6 1.7
P -0.4 1.6 -1.2
F 0.1 0.1 -0.7
O -0.1 0.3 -0.6
O 0.9 -0.2 1.0
O -0.3 0.0 -1.0
O 0.1 0.1 -0.1
C 0.0 -0.5 0.8
C -0.5 0.8 -0.2
H 0.0 -0.2 0.1
H 0.1 -0.2 -0.1
H 0.0 0.0 0.1
H 0.0 0.0 0.0
H 0.4 -0.2 0.3
H -0.4 -0.5 -0.1
H -0.1 -0.1 -0.2
H 0.2 -0.2 0.6
H 0.0 0.2 -0.2
H -0.2 0.0 -0.2



# C4H7OPS

A single C4H7OPS molecule (ωB97M-V/def2-TZVPD, OMol25).

Structure (SMILES): CCC1=[S@@]2(=O)C=[P@H]12
Energy above the lowest of the compared OMol25 structures with the same formula, charge and spin (kcal/mol): 55.3
Charge: 0
HOMO-LUMO gap (spin up / spin down) (eV): 7.07 / 7.66
2S+1: 1

Last column: natural (NBO) charge in e.
Positions of all 14 atoms, in Å:
S 1.277012 -1.756522 -0.540877  1.224
P -1.272070 -1.272162 -0.840738  0.500
O 2.419107 -0.863028 -0.488466  -0.966
C 0.104997 -1.358318 -2.028465  -0.596
C -0.750131 1.615519 0.715873  -0.576
C 0.002515 -0.807689 0.380876  -0.327
C 0.279622 0.555015 1.009891  -0.505
H -1.180909 -2.558987 -0.430304  -0.053
H -0.731234 1.832827 -0.440487  0.198
H -1.657515 1.226454 0.828695  0.203
H 0.372821 0.526815 2.089679  0.241
H -0.482342 2.423277 1.365453  0.220
H 1.240001 0.866927 0.834573  0.246
H 0.378126 -0.430128 -2.455703  0.191

Atomic forces in eV per Å
S -0.9 0.6 0.3
P -2.0 1.1 -0.2
O 1.9 0.2 -0.4
C 0.5 -0.4 3.4
C 3.6 0.7 -3.5
C 0.4 0.3 -1.7
C -1.6 -1.7 0.1
H -0.2 -1.6 0.2
H 0.2 0.3 2.2
H -4.0 -1.2 1.1
H -0.5 -1.0 0.6
H -0.5 0.9 -0.1
H 2.5 0.7 -1.3
H 0.4 1.1 -0.6



These records have DFT total energy values of -10353.73309, -205225.96218, -77157.10631, -8431.22603, -53385.98502, -26426.98057 eV, in the order they appear.